94
Properties=species:S:1:pos:R:3:forces:R:3 method="wB97M-V/def2-TZVPD" e_tot_ev=-97306.348 total_charge=+2 max_force_ev_per_a=2.16 s2=6.084 orbital_gap_ev="5.09 / 4.71" multiplicity=5
Os 0.26210 1.03162 -0.62115 -0.2 0.0 0.2
I 3.29229 -3.23419 6.27625 0.0 0.3 -0.2
C 3.08528 -1.74863 4.83584 -0.3 0.9 -0.2
C 4.05906 -1.57238 3.84632 -0.9 -0.1 0.2
C 3.90128 -0.64018 2.83929 0.6 -0.5 0.6
C 2.79032 0.20877 2.79289 0.1 0.3 -0.4
C 1.83066 0.03047 3.80269 0.2 0.0 0.8
C 1.98704 -0.85818 4.83740 1.1 -1.2 -0.2
C 2.53787 1.11866 1.70132 -0.4 0.2 -0.3
C 3.09590 0.86129 0.37136 -1.0 0.5 0.2
C 4.42462 0.65148 -0.04823 0.9 -0.4 0.6
C 4.37530 0.25945 -1.34380 1.1 -0.3 -0.9
C 3.02680 0.24504 -1.75584 -1.0 0.9 0.2
C 2.48885 -0.19149 -2.93223 -1.4 -0.6 0.0
C 3.38080 -0.56938 -4.01934 0.0 0.3 -0.8
C 3.91755 0.48724 -4.75935 0.6 -0.5 0.3
C 4.69844 0.23760 -5.86596 -0.1 -0.3 -0.6
C 4.90120 -1.09427 -6.27186 0.4 0.8 -0.1
I 6.16469 -1.49021 -7.89347 -0.2 0.1 0.2
C 4.34371 -2.13737 -5.56681 -0.4 0.4 0.8
C 3.55147 -1.87266 -4.43999 0.2 -0.4 -0.4
C 1.04737 -0.39620 -3.18787 2.1 0.4 0.5
N 0.10534 -0.07894 -2.28274 -0.6 0.4 0.2
C -1.08742 -0.48236 -2.80218 -0.6 -0.5 -0.5
C -2.36819 -0.25490 -2.27165 -0.3 0.5 -0.1
C -3.43473 -1.15927 -2.72629 0.0 -0.6 0.0
C -3.10023 -2.51766 -2.53733 -0.2 0.2 0.5
C -4.04753 -3.51531 -2.69856 -0.2 0.2 -0.2
C -5.33030 -3.19467 -3.14404 0.3 0.1 0.2
I -6.70268 -4.79380 -3.28673 0.3 0.7 -0.1
C -5.63711 -1.84990 -3.42584 -0.2 -0.6 -0.3
C -4.71942 -0.83386 -3.20826 0.5 -0.1 0.1
C -2.65570 0.76296 -1.34999 -0.1 0.4 0.3
C -3.93555 1.25029 -1.02513 -0.9 0.0 -0.1
C -3.76515 2.31644 -0.15965 -0.6 -0.7 -0.2
C -2.40405 2.38370 0.11722 0.8 0.3 0.3
N -1.71243 1.49822 -0.63677 -0.1 -0.9 -0.6
C -1.80747 3.18369 1.14564 -0.2 0.3 -0.3
C -0.51526 3.06085 1.57657 0.3 -0.7 -1.0
C 0.05167 3.56604 2.75283 0.6 0.2 0.4
C 1.25139 2.94285 2.94762 -0.1 0.3 1.2
C 1.43910 2.07811 1.85257 1.0 -0.7 0.2
N 0.41664 2.18490 1.01870 -0.3 -0.2 -0.7
C -2.64218 4.21173 1.77807 -0.1 1.2 0.2
C -2.33256 5.57502 1.58442 0.4 -0.9 -0.6
C -3.08827 6.58007 2.12220 -0.4 0.8 0.3
C -4.21919 6.29322 2.91057 1.1 -0.3 -0.1
I -5.21298 7.86246 3.84336 -0.1 -0.2 -0.1
C -4.49101 4.95602 3.15571 -0.5 -0.4 -0.1
C -3.72551 3.92933 2.57536 -0.6 0.5 0.3
C -0.88240 -1.06803 -4.07031 -0.3 -0.4 0.1
C 0.46560 -0.97365 -4.31539 0.2 -0.3 -0.9
N 2.26832 0.73132 -0.68014 -0.2 -0.4 0.3
H 4.91406 -2.20141 3.87465 0.7 -0.3 -0.1
H 4.72527 -0.57821 2.16082 0.1 0.2 -0.5
H 0.94016 0.60259 3.84222 -0.7 0.6 -0.3
H 1.28862 -0.92851 5.64196 -0.6 0.1 0.2
H 5.30562 0.77281 0.56671 -0.1 0.0 -0.1
H 5.18760 -0.01295 -2.01393 -0.1 0.1 0.4
H 3.78175 1.47822 -4.38671 -0.1 0.6 -0.1
H 5.10670 1.05885 -6.45401 0.0 -0.2 0.2
H 4.53914 -3.14044 -5.85937 0.0 -0.7 -0.2
H 3.06339 -2.68543 -3.90337 0.2 0.1 -0.1
H -2.12667 -2.76518 -2.09671 -0.4 0.0 -0.4
H -3.78966 -4.53578 -2.46662 0.0 -0.1 0.0
H -6.59384 -1.62776 -3.88034 0.0 0.1 0.2
H -4.97398 0.19767 -3.46681 0.1 -0.4 0.1
H -4.88751 0.85777 -1.41145 0.7 0.3 0.4
H -4.52921 2.90762 0.30312 -0.1 0.2 0.0
H -0.42849 4.30204 3.33584 -0.3 0.6 0.8
H 1.89267 3.02679 3.81940 0.0 0.1 -0.3
H -1.51498 5.80522 0.91535 0.2 0.2 0.1
H -2.78037 7.61420 1.94082 -0.3 -0.4 0.1
H -5.34026 4.67044 3.77316 0.2 0.1 0.0
H -3.99077 2.90828 2.75693 -0.2 -0.4 0.2
H -1.65495 -1.52831 -4.68393 0.3 0.3 0.1
H 0.96915 -1.27698 -5.22074 0.1 0.0 0.1
C 1.21685 -2.50822 -0.03693 -0.1 -0.7 1.3
C 0.41089 -1.83416 1.04733 0.1 0.2 0.0
O 0.00043 -0.67195 0.88477 0.0 -0.3 0.1
C 0.01084 -2.53193 2.29039 0.9 -0.2 -0.6
C 0.68959 -3.65211 2.76504 1.1 -0.2 -0.6
C 0.35445 -4.29173 3.93695 -0.1 -0.1 -0.3
C -0.69751 -3.79717 4.66663 -0.4 0.9 -0.1
C -1.35987 -2.63551 4.23587 0.7 -0.7 0.0
C -1.00897 -2.01438 3.05347 -1.2 0.6 0.4
H 0.48634 -2.88710 -0.72565 -0.5 -0.2 -0.6
H 1.74544 -3.39179 0.34102 0.0 0.4 -0.1
H 1.87952 -1.85257 -0.56688 0.3 0.5 -0.1
H 1.58834 -4.01404 2.27122 -0.3 0.0 -0.2
H 0.89585 -5.17486 4.23673 0.1 0.0 0.1
H -0.98550 -4.25596 5.59000 -0.2 -0.2 0.3
H -2.10952 -2.23901 4.86892 -0.8 0.4 0.3
H -1.56395 -1.14041 2.69687 0.3 -0.3 0.2

=====

103
Properties=species:S:1:pos:R:3:forces:R:3 method="wB97M-V/def2-TZVPD" e_tot_ev=-242085.260 e_above_lowest_kj_mol=134.9 total_charge=-1 max_force_ev_per_a=0.71 orbital_gap_ev=6.42
Pb 0.71770 0.60263 0.03649 0.1 0.0 -0.5
O -0.45894 -0.41358 2.16286 -0.1 0.3 0.1
N -0.19045 -0.03444 3.40040 0.1 0.1 0.2
C -0.97494 -0.53582 4.38181 -0.1 -0.1 0.2
C -0.77535 -0.24010 5.70202 0.0 0.0 0.0
C 0.28194 0.61052 6.04084 0.0 0.0 -0.1
C 1.07404 1.11328 5.04230 -0.1 -0.1 0.2
C 0.86063 0.80593 3.68028 0.1 -0.1 -0.1
S 1.89587 1.42937 2.48241 0.2 0.1 0.4
H -1.75055 -1.20346 4.03333 0.0 0.0 -0.1
H -1.42107 -0.66543 6.45580 0.0 0.0 -0.1
H 0.47107 0.86135 7.07620 0.0 0.0 0.0
H 1.90797 1.76446 5.25678 0.0 0.0 0.0
Br 0.88467 -0.36760 -5.44418 0.0 0.0 0.0
C 2.40042 -0.14606 -4.32616 -0.2 0.0 0.2
C 3.66162 -0.30675 -4.88198 0.3 0.0 0.1
C 4.77868 -0.22915 -4.08897 0.1 -0.1 -0.3
Br 6.49367 -0.41110 -4.91142 -0.1 0.0 0.0
C 4.67386 -0.04035 -2.69840 -0.2 0.1 0.1
C 5.76391 -0.07977 -1.80149 0.0 0.0 0.1
C 5.55237 0.06826 -0.45900 0.1 0.0 -0.2
C 4.24706 0.29981 -0.00218 -0.1 0.0 0.0
N 3.21473 0.35147 -0.81038 0.2 0.2 0.0
C 3.37872 0.16619 -2.13953 0.3 -0.1 -0.2
C 2.16827 0.14013 -2.95969 -0.3 -0.1 -0.3
O 1.01143 0.30807 -2.47660 0.3 0.1 0.1
H 3.76506 -0.49897 -5.94093 0.0 0.0 0.0
H 6.75857 -0.24333 -2.19334 0.0 0.0 0.0
H 6.37117 0.01304 0.24543 0.0 0.0 0.0
H 4.04389 0.44825 1.05261 0.0 0.0 0.0
N -0.06150 2.70313 0.07935 -0.1 0.2 0.1
C -0.09305 3.69196 -0.69813 0.1 -0.4 0.1
C 0.11464 3.59840 -2.18360 0.2 -0.2 0.0
C -0.87962 3.10435 -3.01950 -0.1 0.1 0.0
C -0.63724 2.94446 -4.37371 0.0 0.0 -0.1
C 0.60556 3.25726 -4.90382 0.0 0.0 0.0
C 1.61285 3.71746 -4.07005 0.0 0.0 0.0
C 1.36484 3.89436 -2.71779 0.0 0.1 0.0
C -0.25147 5.07627 -0.13457 0.0 0.2 0.1
C 0.10150 5.28754 1.19872 0.0 0.0 0.0
C 0.05334 6.55619 1.74957 0.0 0.0 -0.1
C -0.36491 7.63184 0.97464 0.0 0.0 0.0
C -0.74597 7.42584 -0.34190 0.0 0.1 0.0
C -0.68474 6.15556 -0.89891 0.0 -0.1 0.0
H -1.84699 2.84286 -2.60615 0.0 0.0 0.0
H -1.41130 2.55576 -5.02380 0.0 0.0 0.0
H 0.79126 3.12564 -5.96152 0.0 -0.1 0.0
H 2.59502 3.93030 -4.47537 0.0 0.0 0.0
H 2.15306 4.25396 -2.06508 0.0 0.0 0.0
H 0.42789 4.42933 1.77308 0.0 0.0 0.0
H 0.35096 6.71389 2.77920 0.0 0.0 0.0
H -0.39320 8.62945 1.39607 0.0 0.0 0.0
H -1.08483 8.26439 -0.93849 0.0 0.0 0.0
H -0.97193 5.99965 -1.93191 0.0 0.0 0.0
C -3.30210 -4.43366 3.51340 0.0 0.1 0.0
C -3.81665 -3.92460 2.32953 -0.1 -0.1 0.0
C -2.96508 -3.40904 1.36408 0.0 0.0 -0.1
C -1.58364 -3.39638 1.56042 0.2 0.0 -0.2
C -1.08082 -3.92483 2.75133 0.0 0.0 0.0
C -1.93022 -4.43413 3.72247 0.0 0.0 0.0
Si -0.39971 -2.65227 0.29669 -0.5 -0.5 -0.3
C 1.37339 -2.87757 0.99512 -0.1 0.5 0.0
C 1.86045 -2.22686 2.12892 0.1 0.0 0.2
C 3.13232 -2.45734 2.62767 0.1 -0.1 0.0
C 3.96559 -3.37271 2.00322 -0.1 0.0 0.0
C 3.49347 -4.06500 0.89886 0.1 -0.1 0.0
C 2.21950 -3.82417 0.40515 -0.1 -0.1 -0.1
C -0.23962 -3.49187 -1.39634 0.0 0.0 0.2
C 0.82338 -3.12095 -2.22333 -0.1 0.0 0.0
C 0.92045 -3.59736 -3.51988 0.0 0.0 -0.1
C -0.06604 -4.42882 -4.02881 0.1 0.0 0.0
C -1.12522 -4.81297 -3.21988 -0.1 -0.1 0.0
C -1.20521 -4.35327 -1.91460 0.0 0.0 0.1
H -3.96954 -4.82214 4.27271 0.0 0.0 0.0
H -4.88603 -3.93481 2.15888 0.0 0.0 0.0
H -3.37530 -3.00455 0.44634 0.0 0.0 0.0
H -0.01268 -3.93475 2.92249 0.0 0.0 0.0
H -1.52066 -4.83730 4.64064 0.0 0.0 0.0
H 1.23226 -1.52906 2.64752 0.0 0.0 -0.1
H 3.46630 -1.91660 3.50473 0.0 0.0 0.0
H 4.96487 -3.55369 2.37950 0.0 0.0 0.0
H 4.12200 -4.80346 0.41629 0.0 0.0 0.0
H 1.87909 -4.39743 -0.44541 0.1 0.0 0.0
H 1.58637 -2.45386 -1.84108 0.1 0.1 -0.1
H 1.76279 -3.31505 -4.13747 0.0 0.1 0.0
H -0.00297 -4.77277 -5.05329 0.0 0.0 0.0
H -1.89372 -5.47033 -3.60841 0.0 0.0 0.0
H -2.03276 -4.66519 -1.28575 -0.1 0.0 0.0
O -6.94771 1.95373 2.31487 -0.1 0.0 0.1
C -6.88299 1.29286 1.13575 -0.1 0.0 0.0
O -7.86874 1.22257 0.45229 0.0 0.0 0.0
C -5.57089 0.70430 0.75917 0.3 -0.2 -0.1
C -5.41643 0.25470 -0.55249 -0.1 0.1 0.1
C -4.22134 -0.28527 -0.97954 0.2 0.0 0.0
C -3.13871 -0.39208 -0.10042 0.0 -0.1 0.3
S -1.64302 -1.03527 -0.79799 0.0 -0.4 -0.1
C -3.28970 0.04167 1.21330 0.0 0.0 0.0
C -4.49417 0.57321 1.63615 -0.2 0.0 -0.1
H -6.08823 1.98294 2.74754 0.1 0.0 -0.1
H -6.26049 0.34173 -1.22310 0.0 0.0 0.0
H -4.09767 -0.62711 -1.99915 -0.1 0.0 0.0
H -2.44619 -0.03360 1.88136 0.0 0.0 0.1
H -4.57828 0.86372 2.67891 0.1 0.0 0.0